C26H71FN2O16S | the ωB97M-V functional and the def2-TZVPD basis

Atoms and positions in Å:
C (8.738, -2.543, 0.428)
C (8.090, -1.207, 0.336)
C (6.735, -0.858, 1.224)
O (5.662, -1.692, 1.185)
O (6.780, 0.363, 2.081)
C (6.093, 1.495, 1.378)
C (4.458, 1.347, 1.470)
C (3.791, 2.695, 2.182)
C (2.224, 2.465, 2.661)
C (1.182, 3.360, 1.765)
C (0.183, 2.485, 0.799)
N (-1.282, 2.896, 0.877)
C (-2.212, 1.783, 0.444)
C (-2.466, 0.619, 1.582)
N (-1.774, -0.697, 1.306)
C (-2.224, -1.345, 0.016)
C (-0.822, -1.817, -0.764)
C (-1.897, -1.682, 2.447)
C (-2.520, -1.328, 3.950)
O (-1.443, -2.960, 2.315)
S (-1.603, 4.356, -0.045)
O (-0.336, 5.162, -0.430)
O (-2.373, 4.091, -1.387)
F (-2.597, 5.354, 0.990)
H (8.303, -3.381, 1.158)
H (9.717, -2.793, -0.176)
H (8.485, -0.353, -0.382)
H (6.423, 1.541, 0.254)
H (6.386, 2.464, 1.987)
H (4.046, 1.252, 0.371)
H (4.146, 0.442, 2.146)
H (3.904, 3.584, 1.406)
H (4.466, 2.974, 3.125)
H (2.172, 2.857, 3.784)
H (1.924, 1.316, 2.701)
H (0.575, 4.094, 2.486)
H (1.809, 4.084, 1.060)
H (0.232, 1.338, 1.105)
H (0.534, 2.574, -0.332)
H (-3.292, 2.213, 0.177)
H (-1.791, 1.346, -0.580)
H (-3.632, 0.450, 1.735)
H (-1.994, 1.050, 2.590)
H (-2.822, -2.366, 0.180)
H (-2.918, -0.680, -0.658)
H (0.010, -1.072, -0.343)
H (-0.474, -2.894, -0.431)
H (-0.868, -1.661, -1.923)
H (-1.771, -0.518, 4.405)
H (-3.598, -0.871, 3.906)
H (-2.434, -2.264, 4.666)
C (-6.002, -0.210, -2.473)
O (-4.730, -0.311, -1.860)
H (-6.769, -0.167, -1.695)
H (-6.046, 0.700, -3.076)
H (-6.175, -1.087, -3.102)
H (-4.071, -0.348, -2.574)
C (-2.557, -1.714, -4.929)
O (-3.273, -1.640, -3.710)
H (-2.106, -0.740, -5.136)
H (-1.770, -2.467, -4.846)
H (-3.242, -1.975, -5.740)
H (-3.662, -2.517, -3.553)
C (-10.177, -0.042, -1.858)
O (-9.162, -0.244, -2.824)
H (-10.201, -0.901, -1.183)
H (-9.962, 0.863, -1.285)
H (-11.144, 0.052, -2.359)
H (-9.164, 0.534, -3.408)
C (-8.177, -4.081, -3.634)
O (-8.623, -3.133, -4.586)
H (-7.654, -4.887, -4.154)
H (-7.492, -3.600, -2.931)
H (-9.035, -4.493, -3.098)
H (-9.083, -2.431, -4.095)
C (2.453, 3.969, -1.846)
O (3.210, 3.971, -0.650)
H (1.433, 3.648, -1.621)
H (2.430, 4.978, -2.266)
H (2.902, 3.276, -2.561)
H (4.109, 4.260, -0.881)
C (6.377, 5.161, 1.629)
O (6.426, 4.797, 0.261)
H (6.585, 4.278, 2.238)
H (7.130, 5.926, 1.830)
H (5.381, 5.541, 1.870)
H (6.237, 5.599, -0.255)
C (7.069, 3.045, 5.376)
O (7.460, 3.151, 4.019)
H (6.336, 3.825, 5.596)
H (6.618, 2.065, 5.551)
H (7.943, 3.177, 6.019)
H (8.110, 2.446, 3.854)
C (-2.621, -6.325, 2.910)
O (-1.347, -5.988, 2.392)
H (-2.754, -7.407, 2.850)
H (-2.686, -6.009, 3.954)
H (-3.397, -5.831, 2.321)
H (-1.258, -5.022, 2.459)
C (-5.446, -2.264, -7.614)
O (-5.685, -3.339, -6.724)
H (-4.427, -2.344, -8.002)
H (-6.154, -2.313, -8.444)
H (-5.557, -1.317, -7.081)
H (-6.595, -3.241, -6.396)
C (0.176, -3.988, 5.076)
O (-0.765, -4.206, 6.111)
H (-0.304, -3.425, 4.272)
H (1.021, -3.415, 5.465)
H (0.521, -4.950, 4.688)
H (-0.311, -4.707, 6.809)
C (7.167, 0.254, -2.998)
O (6.451, 0.328, -1.779)
H (7.618, 1.227, -3.205)
H (7.954, -0.500, -2.914)
H (6.482, -0.008, -3.808)
H (6.063, -0.550, -1.622)

Forces on atoms 1 to 3 (eV/Å):
-1.9 3.3 0.2
1.1 -3.1 0.7
-3.9 -3.3 0.0

The value obtained for the molecular weight is 718.917 g mol⁻¹. The calculation puts the frontier orbital gap at 9.059 eV. The value obtained for the total energy is -77389.4135 eV. As for the structure (SMILES): C=CC(=O)OCCCCCCN(CCN(CC)C(C)=O)S(=O)(=O)F.CO.CO.CO.CO.CO.CO.CO.CO.CO.CO.CO. For the LUMO energy, the calculation gives -0.4 eV. As for the charge: 0.